Record 1
Density functional theory data (ωB97M-V with the def2-TZVPD basis set) for a molecular structure, C4H10NOP at a distorted geometry.

As for the lowest unoccupied orbital energy (alpha / beta): 0.11 / 0.11 eV. Its molar mass is 119.1 g mol⁻¹. The calculation puts the HOMO energy (alpha / beta) at -0.310 / -0.310 hartree. Its multiplicity is 1. For the calculated total energy, the calculation gives -17132.62572 eV. Its relative energy (zero: lowest compared OMol25 entry of this formula, charge and spin) is 4.3426 eV. As for the gap between HOMO and LUMO (alpha / beta): 8.55 / 8.55 eV.

```
17
C4H10NOP ωB97M-V with the def2-TZVPD basis set
C 1.822 0.715 -0.722
C -0.641 1.929 0.264
C 0.401 -2.005 1.425
C -0.814 -0.279 -1.665
N -1.857 1.723 0.368
O -0.563 -1.034 1.085
P 0.196 0.412 -0.340
H 2.427 -0.195 -0.991
H 2.256 1.428 0.057
H 0.053 2.698 0.665
H 1.353 -1.424 1.381
H 0.354 -2.838 0.631
H 0.310 -2.389 2.464
H -0.525 0.364 -2.542
H -0.541 -1.380 -1.559
H -1.879 -0.251 -1.315
H -2.352 2.525 0.795
```

=====

Record 2
Density functional theory data (ωB97M-V with the def2-TZVPD basis set) for a gas-phase ion, C4H10NOS (charge -1).

As for the lowest unoccupied orbital energy: 3.17 eV. Its molar mass is 120.2 g mol⁻¹. Its charge is -1. The calculation puts the HOMO energy at -0.090 hartree. Its multiplicity is 1. For the calculated total energy, the calculation gives -18682.49277 eV. Its relative energy (zero: lowest compared OMol25 entry of this formula, charge and spin) is 2.6032 eV. As for the gap between HOMO and LUMO: 5.63 eV. As for the SMILES: [O-]CNCCCS.

```
17
C4H10NOS ωB97M-V with the def2-TZVPD basis set
C 0.365 0.731 0.054
N 0.788 -0.591 0.422
C 2.285 -0.766 0.362
O 2.997 0.147 0.983
C -0.881 0.738 -0.888
C -1.902 -0.326 -0.585
S -2.650 -0.219 1.054
H 0.229 1.480 0.842
H 1.177 1.139 -0.552
H 0.405 -0.916 1.299
H 2.421 -1.808 0.748
H 2.492 -0.809 -0.744
H -0.519 0.624 -1.909
H -1.344 1.729 -0.811
H -1.471 -1.322 -0.665
H -2.743 -0.258 -1.279
H -1.650 0.428 1.669
```

=====

Record 3
Density functional theory data (ωB97M-V with the def2-TZVPD basis set) for 2 unconnected molecules or ions with the total composition C4H10NOS at a distorted geometry.

As for the lowest unoccupied orbital energy: 3.82 eV. Its molar mass is 120.2 g mol⁻¹. Its charge is -1. The calculation puts the HOMO energy at -0.103 hartree. Its multiplicity is 1. For the calculated total energy, the calculation gives -18684.19449 eV. Its relative energy (zero: lowest compared OMol25 entry of this formula, charge and spin) is 0.9015 eV. As for the gap between HOMO and LUMO: 6.62 eV.

```
17
C4H10NOS ωB97M-V with the def2-TZVPD basis set
C -1.658 -1.141 -1.661
N -0.514 -1.855 -1.511
O -1.949 -0.108 -1.044
H -2.400 -1.528 -2.442
H 0.414 -1.314 -1.245
H -0.547 -2.756 -2.011
C -0.108 0.167 1.890
C 0.775 1.250 1.204
C 1.048 1.153 -0.273
S 2.113 -0.279 -0.701
H -1.066 0.088 1.318
H -0.357 0.426 2.932
H 0.436 -0.795 1.868
H 0.341 2.252 1.389
H 1.769 1.244 1.746
H 1.618 2.048 -0.643
H 0.085 1.149 -0.817
```

=====

Record 4
Density functional theory data (ωB97M-V with the def2-TZVPD basis set) for a gas-phase ion, C4H10NOS (charge -1) at a distorted geometry.

As for the lowest unoccupied orbital energy: 3.18 eV. Its molar mass is 120.2 g mol⁻¹. Its charge is -1. The calculation puts the HOMO energy at -0.108 hartree. Its multiplicity is 1. For the calculated total energy, the calculation gives -18681.69404 eV. Its relative energy (zero: lowest compared OMol25 entry of this formula, charge and spin) is 3.4019 eV. As for the gap between HOMO and LUMO: 6.12 eV. As for the SMILES: N[C@@H](C[O-])CCS.

```
17
C4H10NOS ωB97M-V with the def2-TZVPD basis set
C -0.966 -0.416 1.768
O -1.502 -1.584 2.231
C -0.383 -0.432 0.244
C 0.500 0.781 -0.049
C 1.074 0.771 -1.449
S -0.065 1.490 -2.810
N 0.400 -1.651 0.068
H -1.760 0.463 1.851
H 0.063 -0.172 2.218
H -1.185 -0.256 -0.501
H -0.165 1.680 0.094
H 1.182 1.110 0.662
H 1.336 -0.221 -1.833
H 1.845 1.520 -1.627
H -1.100 0.729 -2.262
H 1.119 -1.584 0.778
H -0.394 -2.230 0.615
```

=====

Record 5
Density functional theory data (ωB97M-V with the def2-TZVPD basis set) for a gas-phase ion, C4H10NOS (charge -1) at a distorted geometry.

As for the lowest unoccupied orbital energy: 3.74 eV. Its molar mass is 120.2 g mol⁻¹. Its charge is -1. The calculation puts the HOMO energy at -0.098 hartree. Its multiplicity is 1. For the calculated total energy, the calculation gives -18683.57734 eV. Its relative energy (zero: lowest compared OMol25 entry of this formula, charge and spin) is 1.5186 eV. As for the gap between HOMO and LUMO: 6.41 eV. As for the SMILES: CN[C@H](CO)C[S-].

```
17
C4H10NOS ωB97M-V with the def2-TZVPD basis set
C -1.737 0.558 1.282
N -1.097 -0.543 0.561
C 0.269 -0.309 0.088
C 0.828 -1.570 -0.570
S 2.631 -1.319 -0.914
C 0.448 0.905 -0.827
O 1.521 1.756 -0.411
H -1.357 0.585 2.314
H -1.513 1.543 0.852
H -2.805 0.355 1.330
H -1.697 -0.903 -0.166
H 0.882 -0.179 0.975
H 0.347 -1.745 -1.525
H 0.729 -2.376 0.150
H 2.303 1.158 -0.447
H 0.677 0.543 -1.834
H -0.429 1.542 -0.859
```

=====

Record 6
Density functional theory data (ωB97M-V with the def2-TZVPD basis set) for C4H10NOS in the gas phase at a distorted geometry.

As for the lowest unoccupied orbital energy (alpha / beta): 0.81 / -1.71 eV. Its molar mass is 120.2 g mol⁻¹. The calculation puts the HOMO energy (alpha / beta) at -0.330 / -0.330 hartree. Its multiplicity is 2. For the calculated total energy, the calculation gives -18680.13964 eV. Its relative energy (zero: lowest compared OMol25 entry of this formula, charge and spin) is 0.5104 eV. As for the gap between HOMO and LUMO (alpha / beta): 9.78 / 7.26 eV.

```
17
C4H10NOS ωB97M-V with the def2-TZVPD basis set
C 0.461 0.025 -0.765
N 0.779 0.860 0.364
C 1.869 1.828 0.198
O 3.076 1.436 0.539
C -0.864 -0.747 -0.601
C -0.978 -1.409 0.807
S -2.563 -2.256 1.018
H 0.271 0.614 -1.684
H 1.230 -0.698 -1.036
H -0.026 1.411 0.631
H 1.836 2.271 -0.827
H 1.536 2.723 0.751
H -0.825 -1.569 -1.291
H -1.705 -0.064 -0.591
H -0.867 -0.648 1.579
H -0.098 -2.030 0.982
H -3.132 -1.747 -0.073
```

=====

Record 7
Density functional theory data (ωB97M-V with the def2-TZVPD basis set) for a gas-phase ion, C4H10NOS2 (charge +1) at a distorted geometry.

As for the lowest unoccupied orbital energy: -3.76 eV. Its molar mass is 152.3 g mol⁻¹. Its charge is +1. The calculation puts the HOMO energy at -0.472 hartree. Its multiplicity is 1. For the calculated total energy, the calculation gives -29510.78928 eV. Its relative energy (zero: lowest compared OMol25 entry of this formula, charge and spin) is 0.1599 eV. As for the gap between HOMO and LUMO: 9.07 eV. As for the SMILES: CSSC[C@@H]([NH3+])C=O.

```
18
C4H10NOS2 ωB97M-V with the def2-TZVPD basis set
N -0.677 -0.029 -1.708
C -1.649 0.102 -0.560
C -2.216 -1.287 -0.209
O -1.524 -2.252 -0.302
C -0.956 0.648 0.737
S 0.505 1.674 0.491
S 1.928 0.294 -0.068
C 3.194 0.115 1.161
H -1.086 0.372 -2.547
H -0.343 -0.999 -1.803
H 0.205 0.456 -1.468
H -2.322 0.898 -0.872
H -3.269 -1.183 0.090
H -1.621 1.250 1.367
H -0.662 -0.169 1.396
H 3.129 -0.893 1.591
H 4.140 0.267 0.644
H 3.225 0.736 2.059
```

=====

Record 8
Density functional theory data (ωB97M-V with the def2-TZVPD basis set) for 3 unconnected molecules or ions with the total composition C4H10NP at a distorted geometry.

As for the lowest unoccupied orbital energy: 0.55 eV. Its molar mass is 103.1 g mol⁻¹. The calculation puts the HOMO energy at -0.333 hartree. Its multiplicity is 1. For the calculated total energy, the calculation gives -15086.21015 eV. Its relative energy (zero: lowest compared OMol25 entry of this formula, charge and spin) is 2.0875 eV. As for the gap between HOMO and LUMO: 9.62 eV. As for the SMILES: C=PC.C#N.C.

```
16
C4H10NP ωB97M-V with the def2-TZVPD basis set
C 1.534 -3.866 1.194
C -2.056 -1.067 -0.438
C 3.249 1.827 0.552
C -2.995 1.423 -1.095
N 0.540 -3.421 0.973
P -1.703 0.546 -0.027
H 2.484 -4.305 1.357
H 3.838 1.891 -0.394
H -2.961 -1.475 -0.976
H -1.529 -1.765 0.157
H 2.941 0.788 0.636
H 2.408 2.341 0.434
H 3.884 2.228 1.338
H -2.686 1.195 -2.069
H -3.948 1.100 -0.772
H -3.000 2.560 -0.872
```

=====

Record 9
Density functional theory data (ωB97M-V with the def2-TZVPD basis set) for a gas-phase ion, C4H10NS (charge -1) at a distorted geometry.

As for the lowest unoccupied orbital energy: 3.70 eV. Its molar mass is 104.2 g mol⁻¹. Its charge is -1. The calculation puts the HOMO energy at -0.077 hartree. Its multiplicity is 1. For the calculated total energy, the calculation gives -16635.12190 eV. Its relative energy (zero: lowest compared OMol25 entry of this formula, charge and spin) is 0.9894 eV. As for the gap between HOMO and LUMO: 5.78 eV. As for the SMILES: CN[C@@H](C)C[S-].

```
16
C4H10NS ωB97M-V with the def2-TZVPD basis set
C 1.731 1.251 -0.333
N 0.773 0.211 -0.743
C -0.125 -0.266 0.301
C -0.553 -1.732 -0.143
S -0.519 -2.755 1.445
C -1.446 0.522 0.537
H 2.348 1.370 -1.232
H 1.367 2.268 -0.105
H 2.409 0.795 0.383
H 0.299 0.528 -1.580
H 0.423 -0.329 1.228
H -1.594 -1.980 -0.348
H 0.120 -1.962 -0.965
H -2.082 -0.002 1.250
H -2.040 0.524 -0.384
H -1.110 1.559 0.689
```

=====

Record 10
Density functional theory data (ωB97M-V with the def2-TZVPD basis set) for a gas-phase ion, C4H10NS (charge -1) at a distorted geometry.

As for the lowest unoccupied orbital energy: 3.46 eV. Its molar mass is 104.2 g mol⁻¹. Its charge is -1. The calculation puts the HOMO energy at -0.083 hartree. Its multiplicity is 1. For the calculated total energy, the calculation gives -16634.82887 eV. Its relative energy (zero: lowest compared OMol25 entry of this formula, charge and spin) is 1.2824 eV. As for the gap between HOMO and LUMO: 5.70 eV. As for the SMILES: CCNCC[S-].

```
16
C4H10NS ωB97M-V with the def2-TZVPD basis set
C 0.407 1.142 -0.382
N -0.363 0.020 -0.019
C 0.161 -1.328 -0.424
C -0.056 -2.320 0.767
S -0.301 -3.946 0.150
C -0.163 2.582 -0.086
H 0.546 0.956 -1.460
H 1.478 1.031 0.018
H -0.915 -0.026 0.860
H -0.463 -1.639 -1.342
H 1.228 -1.380 -0.723
H 0.880 -2.184 1.362
H -1.011 -1.962 1.258
H -1.327 2.568 -0.275
H 0.101 3.533 -0.627
H -0.201 2.953 0.924
```

=====

Record 11
Density functional theory data (ωB97M-V with the def2-TZVPD basis set) for a gas-phase ion, C4H10NS (charge -1) at a distorted geometry.

As for the lowest unoccupied orbital energy: 3.47 eV. Its molar mass is 104.2 g mol⁻¹. Its charge is -1. The calculation puts the HOMO energy at -0.076 hartree. Its multiplicity is 1. For the calculated total energy, the calculation gives -16635.75258 eV. Its relative energy (zero: lowest compared OMol25 entry of this formula, charge and spin) is 0.3587 eV. As for the gap between HOMO and LUMO: 5.55 eV. As for the SMILES: CNCCC[S-].

```
16
C4H10NS ωB97M-V with the def2-TZVPD basis set
C -1.272 0.613 0.374
C -1.982 -0.247 -0.693
S -3.795 -0.125 -0.568
C 0.216 0.670 0.202
N 0.945 -0.596 0.404
C 2.306 -0.596 -0.045
H -1.602 0.263 1.350
H -1.703 1.612 0.242
H -1.559 -0.010 -1.671
H -1.767 -1.299 -0.474
H 0.727 1.436 0.820
H 0.444 0.944 -0.837
H 0.952 -0.797 1.393
H 2.355 -0.457 -1.130
H 2.934 0.146 0.506
H 2.801 -1.555 0.128
```

=====

Record 12
Density functional theory data (ωB97M-V with the def2-TZVPD basis set) for a molecular structure, C4H10NS at a distorted geometry.

As for the lowest unoccupied orbital energy (alpha / beta): -0.04 / -1.92 eV. Its molar mass is 104.2 g mol⁻¹. The calculation puts the HOMO energy (alpha / beta) at -0.306 / -0.305 hartree. Its multiplicity is 2. For the calculated total energy, the calculation gives -16627.50632 eV. Its relative energy (zero: lowest compared OMol25 entry of this formula, charge and spin) is 6.4697 eV. As for the gap between HOMO and LUMO (alpha / beta): 8.28 / 6.39 eV.

```
16
C4H10NS ωB97M-V with the def2-TZVPD basis set
C -0.785 -0.959 0.388
C -0.294 -1.833 -0.837
S -1.110 -3.425 -1.058
C -1.074 0.515 0.123
N 0.543 1.613 1.020
C 1.724 1.811 0.201
H 0.069 -0.891 1.089
H -1.556 -1.539 0.944
H -0.299 -1.221 -1.757
H 0.720 -2.201 -0.624
H -1.946 0.713 0.793
H -1.340 0.755 -0.901
H -0.526 1.517 0.457
H 1.950 2.733 -0.403
H 1.209 0.857 -0.140
H 2.714 1.555 0.704
```